Here is one molecule with the formula C19H23F3N4O3 from the OMol25 dataset. Energies are from wB97M-V/def2-TZVPD.

XYZ file:
```
52
Properties=species:S:1:pos:R:3:forces:R:3
O 1.9516 0.6473 -0.4798 0.187 0.334 -0.246
C 1.3069 -0.2309 0.0608 -0.636 -0.138 0.332
N 1.8739 -1.1784 0.8377 0.198 -0.278 0.215
H 1.3218 -1.9699 1.1282 -0.079 0.091 -0.074
C 3.3058 -1.2760 0.9859 0.267 -0.102 -0.204
H 3.5433 -1.5566 2.0148 0.052 0.067 -0.044
H 3.7115 -0.2830 0.7801 -0.001 -0.105 0.132
C 3.9233 -2.3093 0.0238 -0.219 0.045 0.285
N 3.6219 -2.0477 -1.3538 0.148 0.043 -0.129
C 2.4762 -2.5162 -1.9299 0.045 -0.131 -0.007
O 1.7391 -3.3610 -1.4622 -0.258 -0.471 0.114
N 2.3031 -1.8578 -3.1146 -0.216 0.230 -0.264
H 1.7169 -2.2502 -3.8313 -0.001 -0.126 0.165
C 3.4519 -1.0438 -3.4447 0.193 0.127 -0.256
H 4.0970 -1.5393 -4.1829 -0.056 0.070 0.103
C 4.1495 -0.9127 -2.0828 0.139 0.330 0.065
H 3.8645 0.0270 -1.5950 0.081 -0.114 -0.069
H 5.2379 -0.9740 -2.1559 -0.062 0.037 -0.062
H 3.1393 -0.0758 -3.8413 0.133 -0.053 0.046
H 3.5151 -3.3000 0.2440 0.152 0.069 0.027
H 5.0082 -2.3253 0.1584 -0.039 -0.072 0.024
C -0.2186 -0.2906 0.0015 0.096 0.331 -0.172
C -0.7767 -1.6316 -0.5194 0.022 -0.098 -0.009
H -1.4108 -2.0860 0.2444 0.006 -0.025 -0.007
H 0.0234 -2.3363 -0.7491 -0.073 0.011 0.089
C -1.6167 -1.4342 -1.7869 -0.149 -0.186 0.121
C -2.6677 -0.3771 -1.5382 0.254 -0.130 -0.284
O -3.8629 -0.5438 -1.6890 -0.448 -0.198 0.001
N -2.1318 0.7871 -1.1021 -0.136 0.231 0.023
C -0.7122 0.8715 -0.8735 0.549 -0.120 0.085
H -0.4809 1.8191 -0.3867 -0.020 -0.030 -0.109
H -0.1683 0.8493 -1.8250 -0.013 0.108 0.139
C -2.9891 1.8621 -0.6420 -0.232 -0.089 -0.076
C -3.0603 1.8525 0.8621 0.065 0.141 0.041
C -2.4044 2.8105 1.6207 -0.119 -0.076 0.111
C -2.4358 2.7330 3.0068 -0.016 0.040 0.117
C -3.1063 1.7005 3.6473 0.116 0.190 -0.068
C -3.7585 0.7447 2.8864 0.013 -0.035 0.013
C -3.7343 0.8190 1.5058 0.003 0.034 0.019
H -4.2395 0.0741 0.9091 -0.077 -0.101 -0.090
H -4.2870 -0.0586 3.3758 -0.065 -0.080 0.037
H -3.1203 1.6536 4.7253 -0.014 -0.001 0.089
C -1.6936 3.7490 3.8261 0.266 0.118 0.194
F -1.5402 4.9238 3.1973 -0.085 0.059 -0.251
F -0.4486 3.3282 4.1382 0.058 -0.156 -0.056
F -2.2953 4.0178 4.9954 -0.217 -0.109 0.088
H -1.8781 3.6232 1.1419 0.040 0.074 -0.071
H -2.6068 2.8167 -1.0124 -0.050 -0.043 0.023
H -3.9778 1.6714 -1.0690 0.154 0.141 0.029
H -2.1089 -2.3666 -2.0615 -0.022 0.122 -0.044
H -0.9755 -1.1250 -2.6141 0.033 0.007 -0.049
H -0.5751 -0.1237 1.0252 0.032 0.016 -0.084
```
Positions in Å, forces in eV/Å.

Structure (SMILES): O=C(NCCN1CCNC1=O)[C@@H]1CCC(=O)N(Cc2cccc(C(F)(F)F)c2)C1
Lowest unoccupied orbital energy in eV: 0.661
Energy in eV: -40334.800

=====

Here is C32H28Cl5N2OP2ReS as an isolated structure in a non-equilibrium geometry from the OMol25 dataset. Energies are from wB97M-V/def2-TZVPD.

XYZ file:
```
72
Properties=species:S:1:pos:R:3:forces:R:3
Re -1.1614 -2.8123 1.0932 1.455 0.578 0.525
Cl -1.5120 -5.1693 1.5869 -0.601 -1.252 0.185
C 0.1880 -5.1722 1.2386 0.936 -0.241 -0.180
C 0.6019 -3.8920 0.8559 -1.979 0.295 0.085
C 1.9541 -3.7199 0.5769 0.301 -0.277 0.100
Cl 2.5011 -2.1875 0.0886 0.357 0.357 -0.220
C 2.8643 -4.7730 0.7166 -0.099 0.222 0.049
Cl 4.5329 -4.5234 0.4415 -0.211 -0.012 -0.022
C 2.4051 -6.0430 1.1224 -0.267 -0.102 0.050
Cl 3.5038 -7.3188 1.3299 -0.224 0.193 -0.070
C 1.0274 -6.2610 1.3714 -0.007 -0.147 0.114
Cl 0.4347 -7.7986 1.8276 0.011 0.255 -0.020
N -1.1501 -2.3901 -2.8354 -0.104 -0.056 -0.243
C -2.3715 -2.6687 -2.3885 0.191 0.842 -0.155
N -3.4240 -2.5991 -3.1827 0.078 -0.103 0.019
S -2.6476 -3.1562 -0.7654 0.472 -0.758 1.316
H -0.9959 -2.2676 -3.8288 0.147 -0.033 0.114
H -0.3542 -2.5943 -2.2472 -0.101 -0.037 -0.108
H -3.3509 -2.4544 -4.1805 0.054 -0.048 0.019
H -4.3463 -2.7998 -2.8203 0.070 0.017 0.014
O -0.9740 -2.7338 3.4224 -0.244 0.114 -1.431
H -0.4578 -2.0932 3.9268 0.129 0.274 -0.025
H -1.0720 -3.5297 3.9629 -0.088 -0.108 -0.082
C 0.0433 0.1388 -0.6947 -0.196 0.522 0.770
P -0.6021 -0.5015 0.9253 -0.367 -0.486 -0.192
C -2.1603 0.3852 1.2325 0.212 -0.234 0.017
C -2.2307 1.7687 1.3471 -0.022 0.014 -0.081
C -3.4357 2.3851 1.6302 0.059 0.085 0.036
C -4.5777 1.6228 1.8296 0.091 -0.058 -0.075
C -4.5083 0.2391 1.7732 -0.172 -0.086 0.135
C -3.3028 -0.3748 1.4860 0.381 -0.080 -0.142
C 0.5000 0.1987 2.1753 -0.003 -0.084 -0.245
C 1.7911 0.5905 1.8361 -0.185 -0.095 0.097
C 2.5944 1.2142 2.7739 0.098 -0.007 0.143
C 2.1258 1.4094 4.0635 0.043 -0.003 -0.089
C 0.8516 0.9833 4.4177 0.011 -0.097 0.048
C 0.0303 0.3850 3.4786 0.090 -0.027 -0.086
P 0.2638 1.9845 -0.6937 0.643 -0.677 -2.016
C -0.5270 2.5873 -2.2022 0.048 0.016 0.877
C -0.9077 1.7723 -3.2713 -0.061 -0.138 -0.076
C -1.3801 2.3498 -4.4328 -0.009 -0.169 0.004
C -1.5362 3.7280 -4.5255 0.085 0.021 0.129
C -1.1787 4.5402 -3.4570 -0.108 0.047 0.066
C -0.6853 3.9748 -2.2986 0.117 0.115 -0.002
C 2.0415 2.3663 -0.9208 -0.489 0.150 0.376
C 2.7175 3.1965 -0.0396 -0.004 0.124 0.149
C 4.0475 3.5088 -0.2735 -0.053 0.011 -0.038
C 4.6851 3.0055 -1.3954 0.049 0.104 0.135
C 4.0033 2.1751 -2.2687 -0.040 -0.261 -0.249
C 2.6761 1.8480 -2.0484 -0.022 0.057 0.054
H -0.6985 -0.1487 -1.4400 -0.002 0.115 0.060
H 0.9928 -0.3587 -0.9052 -0.073 0.169 -0.044
H -1.3333 2.3692 1.2380 -0.047 0.070 0.127
H -3.4755 3.4581 1.7270 -0.056 0.135 -0.030
H -5.5166 2.1088 2.0391 -0.120 0.035 0.077
H -5.3887 -0.3509 1.9762 -0.074 -0.073 -0.018
H -3.2399 -1.4702 1.4585 -0.277 0.182 0.019
H 2.1725 0.3913 0.8476 0.117 0.137 -0.035
H 3.5862 1.5360 2.4938 0.098 0.019 0.038
H 2.7533 1.8909 4.7957 0.072 0.059 0.106
H 0.5000 1.1222 5.4269 -0.063 0.070 0.136
H -0.9801 0.0973 3.7474 -0.087 0.106 -0.004
H -0.7804 0.7008 -3.2284 -0.022 -0.069 -0.014
H -1.6258 1.7236 -5.2769 -0.039 -0.031 -0.075
H -1.9346 4.1641 -5.4281 -0.009 0.056 -0.097
H -1.3029 5.6091 -3.5212 0.003 0.118 -0.022
H -0.4150 4.6010 -1.4603 0.043 0.139 0.027
H 2.2128 3.6119 0.8195 -0.047 0.016 0.119
H 4.5772 4.1520 0.4112 0.036 0.099 0.053
H 5.7118 3.2747 -1.5955 0.067 -0.041 -0.008
H 4.5051 1.7757 -3.1380 0.030 0.007 -0.067
H 2.1450 1.2183 -2.7470 -0.024 -0.054 -0.127
```
Positions in Å, forces in eV/Å.

⟨S²⟩: 0.77
Lowest unoccupied orbital energy (alpha / beta) in eV: -10.203 / -10.919
Total charge: +3
2S+1: 2
Energy in eV: -132794.630

=====

Here is C17H17Cl2HgNO as an isolated structure in a non-equilibrium geometry from the OMol25 dataset. Energies are from wB97M-V/def2-TZVPD.

XYZ file:
```
39
Properties=species:S:1:pos:R:3:forces:R:3
C 1.1567 -1.2404 -2.3670 0.933 -0.243 -0.083
C 0.3545 2.1559 -2.6035 -0.179 -0.107 0.474
C -0.2695 -1.2256 -1.8534 0.083 -0.797 1.046
H 1.2338 -1.9345 -3.2223 -0.130 0.204 0.092
C -0.8804 2.0437 -2.1105 0.433 0.094 0.198
H 0.9596 3.0334 -2.3406 -0.362 -0.238 -0.039
H -0.6046 -2.2785 -1.8227 0.283 0.351 -0.223
H -1.2704 2.8454 -1.4809 0.182 -0.029 -0.142
C -1.3456 -0.4965 -2.6586 -0.833 -0.174 0.212
H -2.2493 -1.1313 -2.5942 0.277 0.279 -0.032
H -1.0859 -0.5277 -3.7265 0.170 -0.072 0.287
C 1.8693 0.0676 -2.7603 0.074 -0.133 0.057
H 2.6849 -0.2285 -3.4361 -0.091 0.090 0.252
H 2.3495 0.5105 -1.8789 -0.102 0.035 -0.045
C 1.0588 1.1580 -3.4802 0.441 0.339 -0.615
H 0.3760 0.7186 -4.2201 0.265 0.149 0.191
H 1.7993 1.7510 -4.0494 -0.345 -0.305 0.024
C -1.8468 0.9163 -2.3042 -0.360 -0.028 -0.328
H -2.5280 1.2067 -3.1272 0.118 -0.065 0.253
H -2.5079 0.8711 -1.4249 0.304 -0.104 -0.082
Hg 0.0718 -1.1236 0.3102 -1.561 0.661 -0.003
H 1.7704 -1.6804 -1.5443 -0.112 -0.018 -0.966
Cl -1.1863 -3.7714 4.5983 -0.283 -0.713 0.208
C -0.5510 -2.2027 4.6117 0.720 1.778 -1.414
C -0.2064 -1.5451 5.7854 0.285 0.824 0.465
C 0.3114 -0.2515 5.7835 -0.351 -0.563 -1.011
Cl 0.7296 0.4934 7.2787 0.063 0.210 0.341
C 0.5163 0.4562 4.5533 -0.011 -0.506 0.398
C 1.0234 1.7700 4.4424 -0.013 -0.072 -0.661
C 1.1874 2.3375 3.1881 -0.118 -0.032 0.366
C 0.8940 1.5853 2.0360 -0.220 -1.184 0.290
N 0.4910 0.3036 2.1220 0.058 1.511 0.120
C 0.2325 -0.2310 3.3393 0.066 -0.481 0.342
C -0.3183 -1.5769 3.3443 0.011 -0.603 0.944
O -0.5597 -2.2035 2.2604 0.257 0.211 -1.018
H -0.3433 -2.0570 6.7356 0.021 0.128 -0.150
H 1.2723 2.3045 5.3488 0.009 0.111 -0.064
H 1.5464 3.3610 3.0793 -0.114 -0.292 0.043
H 0.9765 2.0134 1.0344 0.130 -0.216 0.272
```
Positions in Å, forces in eV/Å.

Relative energy (zero: lowest compared OMol25 entry of this formula, charge and spin) in kJ/mol: 0.0
Lowest unoccupied orbital energy in eV: -0.393
Energy in eV: -50660.725

=====

Here is a 2-piece molecular cluster, C5H10NO4 overall in a non-equilibrium geometry from the OMol25 dataset. Energies are from wB97M-V/def2-TZVPD.

XYZ file:
```
20
Properties=species:S:1:pos:R:3:forces:R:3
C -2.5427 0.5013 0.1240 1.704 -1.191 0.371
C 1.5364 -1.2920 -0.8285 1.229 -0.461 -1.896
C 0.6048 -2.3967 -0.2715 0.267 -1.423 -1.984
C -0.1956 -0.4966 0.2966 -0.397 5.243 0.686
C -1.1896 0.4145 0.9530 -2.323 -1.190 1.547
N 0.8087 -0.1200 -0.4299 -0.873 1.517 0.417
O -3.3283 -0.3354 -0.1222 -0.494 -1.242 0.277
O -0.3456 -1.6848 0.5388 -0.356 -4.596 0.797
O 1.2328 2.4476 -0.4605 1.167 -0.331 -3.196
O -0.6469 1.6545 1.0735 1.318 1.259 -0.017
H -2.5963 1.4565 -0.2649 -0.502 2.801 -0.978
H 2.5694 -1.3437 -0.3324 -1.405 0.195 -1.018
H 1.5736 -1.2408 -1.9936 0.414 -0.609 2.140
H -0.0012 -2.9783 -1.0145 0.638 0.773 0.407
H 1.1810 -3.1200 0.2709 -0.107 -0.200 0.805
H -1.5506 0.0270 1.9852 0.959 -0.009 -1.556
H 2.1760 2.6243 -0.5739 -0.181 0.321 0.331
H 0.9965 0.9542 -0.6157 0.008 -1.163 0.228
H 0.9529 2.5396 0.4117 -0.418 0.459 2.516
H -1.2352 2.3887 1.2536 -0.649 -0.152 0.124
```
Positions in Å, forces in eV/Å.

Relative energy (zero: lowest compared OMol25 entry of this formula, charge and spin) in kJ/mol: 118.7
Lowest unoccupied orbital energy in eV: -3.395
Total charge: +1
Energy in eV: -15019.002